[1]
84
Properties=species:S:1:pos:R:3:forces:R:3 method="wB97M-V/def2-TZVPD" charge=+1 e_homo_ev=-11.0 homo_lumo_gap_ev=6.156 relative_energy_kj_mol=0.0 energy_ha=-4818.2777
Sn 2.130 -1.077 -0.731 0.70 -0.93 0.38
Cl -4.860 -2.868 6.081 0.02 0.12 -0.02
Cl -4.540 -0.553 1.859 0.13 -0.19 -0.21
Cl -2.850 2.030 6.704 -0.16 1.30 0.36
S -5.961 1.879 2.756 0.65 0.27 0.46
S 1.620 -3.519 -0.293 0.07 0.84 -0.29
O 2.223 -1.238 -2.818 -0.08 0.52 1.12
O 1.458 -1.085 -6.587 0.21 1.49 2.60
O 6.271 -0.936 -1.280 -1.29 0.18 -0.50
O 7.721 -0.881 -5.649 -3.73 -0.06 -1.59
O -0.931 1.934 3.344 -0.39 -0.46 -0.32
O 6.346 -0.965 -7.442 0.77 0.28 4.07
O 0.948 0.139 -4.771 1.11 -1.42 -1.98
O 4.181 -0.690 -0.602 -1.66 -0.19 0.06
N 1.543 0.211 3.596 -1.28 -1.02 -0.33
N -0.830 -4.451 -0.272 0.43 0.47 -0.41
N -0.783 -2.254 -0.959 1.78 -0.19 0.67
N 1.532 0.961 -1.048 0.04 2.54 -2.31
N 6.560 -0.900 -6.174 2.44 -0.17 -2.99
N -0.017 -1.072 -0.967 -3.12 0.64 -2.51
N 1.715 -0.553 -5.490 -0.38 0.03 0.10
N 1.872 -0.639 1.604 -0.04 -0.81 -2.22
C -0.563 -0.025 -1.684 1.78 -3.63 2.15
C -2.854 -0.911 -2.110 -0.69 -0.57 1.84
C -4.270 -0.064 -3.883 1.45 0.19 0.45
C 2.333 -0.952 3.727 -0.51 0.62 -0.65
C -5.054 3.219 3.360 -1.34 0.68 0.25
C 1.233 0.291 2.267 0.33 1.40 0.43
C 5.380 -0.875 -5.333 1.69 0.58 1.46
C -2.591 -2.024 4.839 -0.89 -1.04 0.48
C -3.747 -0.384 6.161 -0.16 -0.15 0.45
C -3.200 0.818 -4.200 -0.22 -1.34 0.50
C -1.774 -0.101 -2.457 -0.73 -0.08 -0.70
C -3.363 1.849 2.618 -0.17 -0.15 0.89
C 5.611 -0.915 -3.961 0.36 -0.75 -0.52
C -2.764 0.570 5.873 0.72 -2.26 -0.92
C -0.663 1.296 4.625 -0.89 -0.56 -0.29
C -1.938 0.659 -3.625 0.27 1.04 -0.97
C 4.132 -0.649 -5.818 -0.33 -0.31 -1.51
C 3.278 -0.909 -3.527 0.01 -0.95 -0.27
C 2.166 3.122 -1.920 -0.53 0.97 -0.77
C 5.095 -0.872 -1.568 0.55 -0.63 -0.07
C 0.310 1.135 -1.665 0.86 0.99 0.54
C 0.879 3.322 -2.478 0.85 0.63 0.73
C -4.041 -0.962 -2.835 -0.25 0.27 -0.31
C -1.665 0.223 5.046 -0.26 0.05 -0.18
C 4.616 -0.962 -3.020 -0.65 0.95 -0.12
C 2.459 1.977 -1.235 -0.65 -1.24 0.99
C -0.070 2.371 -2.250 0.57 -0.99 0.72
C 3.100 -0.728 -4.944 -1.31 0.34 1.22
C -1.602 -1.108 4.580 0.47 0.70 -0.94
C -3.666 -1.695 5.687 0.85 1.00 -0.69
C -4.500 1.074 2.390 1.54 0.80 0.06
C -3.718 3.133 3.204 -0.79 -2.17 -0.82
C 2.513 -1.468 2.478 -0.09 0.49 0.99
C -0.120 -3.355 -0.595 0.01 1.37 0.67
C 0.829 0.924 4.731 1.18 0.67 -0.70
C -1.904 1.433 2.406 -0.74 -1.13 -0.45
H 3.433 1.824 -0.757 -0.39 -0.02 -0.20
H -4.824 -1.665 -2.536 0.31 0.27 -0.06
H -2.568 -3.028 4.387 0.12 0.56 0.35
H -1.636 1.859 1.430 0.40 0.08 0.25
H -4.544 -0.074 6.836 0.08 -0.26 -0.20
H -1.880 0.310 2.248 0.17 1.09 0.47
H 1.333 1.895 4.870 0.11 -0.49 -0.16
H 0.634 1.098 1.799 0.56 -0.76 0.65
H -1.081 2.619 -2.475 -0.51 -0.43 -0.28
H -5.634 4.006 3.838 0.31 -0.04 -0.27
H 2.991 -2.387 2.172 0.16 0.27 0.04
H -0.401 -5.299 0.021 0.48 -0.33 0.00
H 3.954 -0.467 -6.874 0.04 -0.17 0.10
H 1.048 0.316 5.600 -0.27 0.00 0.26
H 0.563 4.250 -2.989 0.59 -0.55 0.39
H 6.612 -1.036 -3.612 0.59 0.18 0.11
H -0.806 -1.436 3.874 -0.44 0.47 0.67
H -0.808 2.119 5.328 0.33 -0.18 0.10
H -1.062 1.115 -4.164 -1.12 -0.29 0.92
H -3.039 3.865 3.524 0.86 0.77 0.33
H 2.900 3.921 -1.987 0.03 -0.33 -0.08
H 2.732 -1.311 4.645 -0.04 0.03 0.64
H -2.813 -1.449 -1.139 -0.07 0.37 -1.15
H -5.196 -0.099 -4.452 0.14 0.31 0.20
H -1.803 -4.489 -0.446 -0.87 0.22 -0.20
H -3.323 1.616 -4.889 -0.11 0.19 -0.96

***

[2]
72
Properties=species:S:1:pos:R:3:forces:R:3 method="wB97M-V/def2-TZVPD" charge=+1 e_homo_ev="-9.3 / -10.0" spin_multiplicity=3 homo_lumo_gap_ev="5.099 / 3.141" relative_energy_kj_mol=0.0 energy_ha=-3290.1769 s2=2.07
I -3.361 -1.247 5.742 -0.47 0.18 0.58
Cr 2.745 -0.199 1.705 0.24 -0.64 1.52
O -0.457 -0.302 6.631 -1.75 1.25 -0.80
O 3.459 0.805 4.477 -0.73 -0.51 -2.10
O 0.392 -1.548 3.088 1.42 0.91 -1.31
O -4.530 1.831 5.641 2.11 -0.76 0.39
O 4.294 -2.730 2.392 -1.25 2.36 -0.88
O -0.633 4.226 5.934 -0.98 -1.90 0.18
N -2.603 3.028 5.945 0.35 -1.43 -0.21
N -0.527 1.946 6.225 -1.49 -0.62 -0.25
C -6.362 -1.208 9.674 0.13 0.01 -0.21
C -4.491 0.978 2.269 0.12 -0.11 0.10
C -3.153 -4.404 1.544 0.20 0.21 0.05
C -2.892 2.300 1.070 0.02 0.01 0.11
C -3.293 1.805 5.800 -2.33 2.71 -0.55
C 2.303 -0.381 -0.358 -0.78 -0.88 -1.17
C -1.210 3.145 6.017 0.67 1.11 -0.13
C -4.991 -0.992 9.860 0.00 -0.01 -0.57
C -0.020 0.416 0.286 0.11 -0.22 0.41
C -4.126 -0.957 8.751 0.19 -0.08 0.16
C -3.883 -2.132 1.960 0.04 0.04 0.08
C -3.293 1.001 1.509 -0.34 1.11 0.17
C -1.152 0.163 0.687 1.15 0.35 -0.61
C -2.760 -1.566 1.299 0.12 -1.08 -0.13
C 2.048 1.647 0.925 -1.23 1.22 0.01
C 3.438 1.747 1.048 0.22 0.37 0.15
C 1.251 -1.052 2.474 -1.09 -0.71 1.31
C -6.035 -1.310 7.269 -0.13 -0.10 -0.13
C -3.344 4.256 5.787 -0.68 0.56 -0.03
C -2.038 -3.897 0.862 -0.21 0.25 0.02
C -5.212 2.129 2.591 0.25 0.21 -0.25
C -6.890 -1.350 8.384 0.55 0.04 -0.05
C -4.670 -1.158 7.488 -0.29 0.27 0.17
C 4.270 0.778 0.488 0.92 0.22 0.01
C -3.611 3.456 1.376 -0.02 -0.18 0.08
C -2.439 -0.140 1.178 -0.22 -0.14 -0.05
C 3.695 -0.292 -0.209 0.01 -0.36 -0.48
C 1.444 0.608 0.182 -0.91 -0.35 0.67
C -4.073 -3.511 2.098 0.44 0.10 -0.24
C 3.145 0.447 3.411 0.79 0.20 1.94
C -1.863 -2.518 0.728 0.01 -0.11 0.20
C -2.492 0.627 5.825 -0.46 -0.75 0.51
C 3.727 -1.753 2.095 1.09 -2.21 1.03
C 0.901 1.989 6.358 0.99 -0.27 0.16
C -4.784 3.379 2.138 0.23 -0.19 -0.02
C -1.137 0.676 6.266 3.45 -0.19 0.74
H -4.637 -1.483 2.374 0.07 -0.36 -0.06
H -0.995 -2.158 0.175 -0.24 -0.09 0.20
H 1.399 2.358 1.445 0.30 -0.18 -0.31
H -4.089 4.337 6.584 0.08 0.01 -0.23
H -3.289 -5.481 1.646 0.02 0.30 -0.01
H 1.194 1.522 7.302 0.05 0.16 -0.15
H -4.933 -3.905 2.647 0.19 0.26 -0.26
H -6.108 2.070 3.211 0.29 -0.14 -0.23
H 1.217 3.028 6.312 -0.01 -0.12 0.07
H 1.866 -1.261 -0.840 0.21 0.47 0.07
H -3.252 4.434 1.031 -0.14 -0.51 0.07
H -2.627 5.073 5.854 -0.20 -0.10 -0.02
H 3.863 2.560 1.635 -0.10 -0.25 -0.09
H 5.350 0.823 0.647 -0.42 -0.01 -0.11
H -7.026 -1.259 10.540 0.24 0.05 -0.32
H -3.058 -0.776 8.878 -0.29 -0.16 0.06
H -4.867 0.042 2.653 -0.02 0.40 0.01
H -4.582 -0.853 10.862 -0.10 -0.04 -0.34
H -1.298 -4.586 0.437 -0.37 0.38 0.13
H -1.981 2.394 0.478 -0.29 -0.03 0.15
H -3.842 4.266 4.811 0.04 0.01 0.23
H 1.356 1.425 5.540 0.01 0.06 0.17
H -6.428 -1.394 6.256 0.01 -0.01 0.33
H -5.345 4.280 2.386 0.13 -0.24 -0.09
H 4.334 -1.081 -0.605 -0.24 0.18 0.11
H -7.961 -1.493 8.236 0.34 0.06 0.01

***

[3]
71
Properties=species:S:1:pos:R:3:forces:R:3 method="wB97M-V/def2-TZVPD" charge=+1 e_homo_ev="-9.4 / -9.7" spin_multiplicity=3 homo_lumo_gap_ev="6.264 / 5.993" relative_energy_kj_mol=0.0 energy_ha=-3609.5070 s2=2.09
W 0.274 -0.265 0.552 0.12 0.41 0.56
S 2.188 -3.223 -1.218 0.10 -0.11 0.11
S 0.944 -5.798 -1.699 0.07 0.00 0.07
S 3.056 -4.853 -3.547 0.03 0.01 0.01
S 0.395 -2.675 1.205 0.06 -0.04 -0.02
S -0.869 -5.574 0.738 0.01 -0.01 0.01
N -1.535 0.945 -0.102 0.01 -0.13 0.01
N 0.914 1.675 0.162 0.18 -0.18 -0.14
N 2.510 -0.323 0.791 -0.16 0.11 0.00
C -0.765 0.115 2.450 0.09 0.00 -0.20
C -0.634 1.271 3.258 -0.04 0.02 0.01
C 3.114 0.798 0.272 0.10 -0.03 0.00
C -1.938 -0.720 2.601 -0.01 -0.02 0.01
C -2.715 0.747 4.371 -0.01 -0.01 0.00
C -1.338 2.298 0.023 -0.01 0.06 -0.01
C 2.839 2.944 -0.751 -0.05 0.02 -0.01
C 2.136 -4.633 -2.230 -0.12 0.05 -0.07
C -0.817 4.981 0.449 -0.02 0.02 0.00
C -2.151 -2.900 -3.451 0.03 0.02 0.04
C 5.066 2.034 -0.499 -0.03 0.03 -0.01
C -3.689 2.735 -0.252 -0.01 -0.01 -0.01
C -2.875 -0.381 3.624 -0.01 0.01 0.01
C 0.939 -3.718 -0.097 -0.03 -0.03 -0.10
C 3.288 -1.286 1.256 0.01 0.01 0.01
C -1.535 -2.324 -0.779 -0.03 0.17 -0.11
C -1.014 -2.159 -3.151 -0.11 -0.08 -0.01
C -2.671 -3.057 -1.100 -0.02 -0.12 0.09
C 0.372 -4.927 -0.304 0.01 0.11 -0.04
C -0.726 -1.879 -1.827 0.00 -0.03 -0.12
C -2.764 0.532 -0.352 0.03 0.04 0.02
C -1.417 -7.023 -0.185 -0.02 -0.04 -0.03
C -2.162 -1.724 1.668 0.03 0.05 0.03
C 2.262 1.867 -0.113 0.06 0.07 -0.03
C 0.244 4.053 0.438 -0.01 0.00 0.00
C 0.002 2.721 0.195 -0.06 0.02 0.01
C -2.391 3.228 -0.007 0.05 -0.05 0.00
C -2.974 -3.343 -2.425 0.02 -0.01 0.00
C -1.184 -1.848 0.593 -0.10 -0.14 -0.13
C 4.231 3.018 -0.944 0.03 -0.03 0.02
C 5.294 -0.174 0.607 0.03 0.02 -0.01
C -1.598 1.595 4.175 0.01 -0.01 -0.02
C -2.104 4.596 0.212 0.02 0.01 0.00
C 4.686 -1.245 1.196 -0.03 -0.02 0.01
C 4.511 0.892 0.122 -0.05 -0.03 0.02
C -3.864 1.397 -0.449 -0.04 0.01 0.00
H -3.447 1.001 5.126 -0.01 0.00 0.00
H -3.044 -2.352 1.723 -0.01 0.00 0.01
H -1.819 -6.744 -1.156 -0.01 0.01 0.00
H -0.592 6.022 0.642 0.00 0.00 0.00
H -2.921 -0.524 -0.488 0.01 0.00 0.00
H -3.323 -3.410 -0.312 -0.01 0.00 0.00
H -3.863 -3.915 -2.658 -0.01 0.00 0.00
H -1.494 2.489 4.775 0.01 0.00 0.00
H 6.372 -0.123 0.513 0.00 -0.02 0.01
H -0.361 -1.803 -3.937 0.00 -0.01 -0.01
H -2.396 -3.129 -4.480 0.01 0.01 -0.01
H -0.622 -7.758 -0.292 0.02 0.01 0.01
H 0.198 -1.322 -1.627 -0.10 -0.01 -0.04
H 1.245 4.403 0.642 0.00 -0.01 0.00
H 2.221 3.746 -1.128 -0.01 -0.01 0.01
H 6.138 2.101 -0.622 0.00 0.01 -0.01
H -3.738 -1.019 3.769 0.00 -0.01 0.00
H -4.837 0.976 -0.659 0.00 0.00 0.00
H -2.212 -7.460 0.417 0.00 0.01 0.00
H -4.524 3.422 -0.290 0.00 0.00 0.00
H 0.249 1.889 3.146 0.00 0.01 0.01
H -2.911 5.316 0.200 -0.01 0.00 0.00
H 2.800 -2.140 1.701 0.00 -0.01 -0.01
H 5.249 -2.074 1.598 0.01 0.00 -0.01
H 4.635 3.886 -1.449 0.02 0.00 0.00
H 0.332 -0.413 2.376 -0.09 -0.12 0.03